No. 1
DFT (ωB97M-V with the def2-TZVPD basis set) results for a molecular structure, C35H80NbO18P2 at a distorted geometry.

Summary:
* HOMO: -4.56 eV
* F_max: 0.0261 Eh/bohr
* HOMO-LUMO gap: 6.2 eV

Structure (ORCA input):
```
! RIJCOSX wB97M-V def2-TZVPD def2/J DEFGRID3
* xyz -1 1
C 1.1000 -3.0878 2.9388
C 0.4897 -2.6449 1.8263
C 0.5935 -1.2292 1.3930
O -0.1149 -0.7552 0.5346
O 1.5964 -0.5640 2.0040
C 1.5739 0.8555 1.8072
C 0.7782 1.5714 2.8956
C -0.6532 1.9409 2.4961
C -1.5884 1.9548 3.6944
C -3.0246 2.3472 3.3733
C -3.6851 1.4950 2.2735
Nb -4.5042 -0.5131 2.9031
C -5.2445 -2.6059 3.4607
C -6.6881 -2.8932 3.3255
O -7.5410 -2.8242 4.1886
P -5.3492 0.4322 5.1824
O -6.1398 -0.5312 6.0241
P -6.6913 -0.1631 1.5889
O -6.8456 -1.3045 0.3997
O -6.6754 1.2654 0.7417
H 1.2965 -4.1324 3.1172
H 1.3948 -2.3590 3.6777
H -0.1091 -3.3081 1.2243
H 1.2529 1.1313 0.8092
H 2.6076 1.1793 1.9018
H 1.3409 2.4610 3.1726
H 0.7683 0.9340 3.7781
H -0.6420 2.9245 2.0221
H -0.9737 1.2367 1.7345
H -1.5181 1.0074 4.2271
H -1.1951 2.7130 4.3784
H -3.5894 2.3683 4.3041
H -2.9864 3.3865 3.0320
H -4.4328 2.1200 1.7809
H -2.9491 1.2812 1.4988
H -3.9017 -1.1989 1.2993
H -2.8621 -1.0107 3.5157
H -4.7434 -3.2506 2.7349
H -4.9263 -2.8675 4.4687
H -6.9912 -3.2340 2.3139
H -4.1774 0.7804 5.9371
H -5.9937 1.7037 5.0559
H -5.9554 -1.5143 0.0981
H -5.9244 1.2336 0.1425
C -0.4490 1.6711 -3.1600
O -0.9569 2.9285 -2.7774
C -1.3875 2.9295 -1.4237
C -1.4899 4.3406 -0.8934
O -0.2410 4.8957 -0.4976
C 0.6361 5.3034 -1.5329
C 0.2364 6.5960 -2.2062
O -0.7778 6.3721 -3.1709
C -1.4586 7.5557 -3.5089
H -1.2066 0.8866 -3.0549
H -0.1517 1.7390 -4.2055
H 0.4296 1.4036 -2.5602
H -0.6885 2.3587 -0.8004
H -2.3757 2.4534 -1.3739
H -2.0853 4.3063 0.0212
H -2.0069 4.9894 -1.6033
H 0.7818 4.5028 -2.2626
H 1.5947 5.4729 -1.0354
H 1.1124 7.0226 -2.7169
H -0.1133 7.3049 -1.4458
H -1.9642 7.9815 -2.6339
H -2.2083 7.3038 -4.2563
H -0.7734 8.3023 -3.9300
C 6.7318 0.1814 0.2387
O 6.3824 -0.9054 1.0579
C 4.9940 -1.1958 0.9767
C 4.7064 -2.5969 1.4590
O 4.9758 -3.6047 0.4921
C 6.3361 -3.9322 0.2673
C 6.9534 -4.7713 1.3633
O 7.3376 -3.9635 2.4618
C 7.5181 -4.7167 3.6370
H 6.1769 1.0843 0.5231
H 7.7972 0.3672 0.3654
H 6.5416 -0.0499 -0.8151
H 4.6441 -1.0899 -0.0578
H 4.4535 -0.4825 1.6126
H 3.6336 -2.6625 1.6474
H 5.2232 -2.8013 2.3988
H 6.9341 -3.0389 0.0749
H 6.3325 -4.5337 -0.6445
H 7.8492 -5.2749 0.9714
H 6.2306 -5.5309 1.6853
H 6.5842 -5.2072 3.9362
H 7.8198 -4.0307 4.4259
H 8.2999 -5.4751 3.5069
C 5.7081 1.8278 -2.7144
O 5.6124 3.1396 -3.2215
C 4.2923 3.6421 -3.0962
C 4.2660 5.1494 -3.1857
O 4.6253 5.7947 -1.9718
C 6.0034 5.8105 -1.6366
C 6.8175 6.7972 -2.4419
O 7.1391 6.2650 -3.7153
C 7.5172 7.2667 -4.6289
H 5.0327 1.1487 -3.2488
H 6.7329 1.4869 -2.8525
H 5.4730 1.8122 -1.6465
H 3.8626 3.3363 -2.1343
H 3.6832 3.2224 -3.9092
H 3.2294 5.4426 -3.3667
H 4.8652 5.5191 -4.0200
H 6.4363 4.8095 -1.6898
H 6.0341 6.1318 -0.5934
H 7.7539 7.0128 -1.9076
H 6.2488 7.7285 -2.5529
H 6.6969 7.9747 -4.7969
H 7.7566 6.7800 -5.5722
H 8.4005 7.8130 -4.2766
C -8.5615 -8.9675 -0.1801
O -7.9871 -7.9049 -0.9003
C -8.3133 -6.6426 -0.3356
C -7.3568 -5.5733 -0.8092
O -6.1202 -5.5634 -0.1161
C -5.1875 -6.5811 -0.4316
C -4.4937 -6.3850 -1.7604
O -5.3147 -6.8216 -2.8324
C -4.9022 -6.2839 -4.0649
H -9.6558 -8.8923 -0.1639
H -8.2793 -9.8947 -0.6762
H -8.1860 -8.9923 0.8499
H -8.2772 -6.6968 0.7585
H -9.3333 -6.3764 -0.6462
H -7.8091 -4.6052 -0.5848
H -7.2079 -5.6275 -1.8899
H -5.6413 -7.5726 -0.3667
H -4.4270 -6.5125 0.3490
H -3.5650 -6.9734 -1.7731
H -4.2445 -5.3242 -1.8814
H -4.9698 -5.1895 -4.0585
H -5.5689 -6.6701 -4.8339
H -3.8736 -6.5810 -4.3043
*
```

Löwdin population analysis, charges in e, atoms 1 to 99: C 0.053; C -0.047; C -0.492; O 0.090; O -0.025; C -0.169; C -0.156; C -0.212; C -0.245; C -0.328; C -0.407; Nb 1.066; C -0.364; C -0.471; O -0.031; P 0.406; O -0.616; P 0.689; O -0.395; O -0.386; H 0.063; H 0.070; H 0.109; H 0.114; H 0.108; H 0.111; H 0.117; H 0.114; H 0.080; H 0.086; H 0.111; H 0.042; H 0.094; H 0.016; H 0.005; H -0.114; H -0.083; H 0.022; H 0.044; H 0.085; H -0.078; H -0.078; H -0.003; H 0.019; C -0.112; O -0.198; C -0.196; C -0.174; O -0.128; C -0.191; C -0.204; O -0.195; C -0.119; H 0.091; H 0.083; H 0.085; H 0.119; H 0.131; H 0.124; H 0.123; H 0.121; H 0.125; H 0.122; H 0.129; H 0.088; H 0.087; H 0.086; C -0.122; O -0.190; C -0.192; C -0.168; O -0.123; C -0.188; C -0.209; O -0.197; C -0.117; H 0.087; H 0.091; H 0.073; H 0.134; H 0.119; H 0.109; H 0.127; H 0.123; H 0.126; H 0.126; H 0.128; H 0.089; H 0.087; H 0.086; C -0.117; O -0.191; C -0.204; C -0.178; O -0.132; C -0.184; C -0.208; O -0.197; C -0.117

=====

No. 2
DFT (ωB97M-V with the def2-TZVPD basis set) results for a gas-phase ion, C4H10NO (charge +1) at a distorted geometry.

Summary:
* relative energy (zero: lowest compared OMol25 entry of this formula, charge and spin): 2.255 eV
* HOMO: -14.06 eV
* F_max: 0.0781 Eh/bohr
* SMILES string: C[C@H]1[C@H]([NH3+])[C@@H]1O
* HOMO-LUMO gap: 10.4 eV

Structure (ORCA input):
```
! RIJCOSX wB97M-V def2-TZVPD def2/J DEFGRID3
* xyz 1 1
C -0.6879 -0.1066 -0.2588
C 0.6789 0.1367 0.4431
C 0.4295 -1.2071 -0.1139
C -1.9260 0.1682 0.6703
N 1.7071 1.0533 -0.1210
O 1.1961 -1.4183 -1.2270
H -0.6864 0.3282 -1.2035
H 0.5582 0.3619 1.5423
H 0.2265 -2.1318 0.5452
H -1.9961 0.5258 1.6990
H -2.6332 -0.7223 0.6443
H -2.5903 0.8571 0.0995
H 1.1987 1.8891 -0.5062
H 2.2909 0.5719 -0.9072
H 2.4983 1.3021 0.5102
H 1.1032 -2.2278 -1.7205
*
```

How is the electron density shared among the atoms? According to natural (NBO), the charges in e are: C -0.226; C -0.128; C 0.110; C -0.668; N -0.699; O -0.734; H 0.225; H 0.249; H 0.228; H 0.248; H 0.242; H 0.244; H 0.460; H 0.473; H 0.456; H 0.522

=====

No. 3
DFT (ωB97M-V with the def2-TZVPD basis set) results for 2 unconnected molecules or ions with the total composition C26H34N3O at a distorted geometry.

Summary:
* relative energy (zero: lowest compared OMol25 entry of this formula, charge and spin): 3.025 eV
* HOMO: -9.55 eV
* F_max: 0.0426 Eh/bohr
* HOMO-LUMO gap: 4.8 eV

Structure (ORCA input):
```
! RIJCOSX wB97M-V def2-TZVPD def2/J DEFGRID3
* xyz 1 1
C -0.8163 0.0027 0.6412
C -2.1448 -0.5115 1.0704
C -2.5941 -0.1251 2.4450
C -2.9029 -1.2408 0.2003
N -4.2074 -1.6188 0.4370
C -4.6649 -2.7035 -0.4368
C -5.9816 -3.2277 0.1048
O -6.9462 -2.1665 0.1560
C -6.5285 -1.1842 1.1086
C -5.1797 -0.5714 0.7631
H -0.3090 0.4715 1.4863
H -0.1791 -0.7885 0.2427
H -0.9177 0.7635 -0.1436
H -1.6754 -0.0272 3.0398
H -3.0549 0.8851 2.4671
H -3.2549 -0.8459 2.9499
H -2.4645 -1.6143 -0.7377
H -4.8021 -2.3261 -1.4726
H -3.9142 -3.5063 -0.4170
H -6.3920 -3.9618 -0.5994
H -5.8040 -3.6746 1.1072
H -7.3033 -0.4083 1.0700
H -6.4690 -1.6218 2.1284
H -4.8400 -0.0041 1.6367
H -5.3076 0.1350 -0.0843
C 3.9049 4.4891 3.9200
N 3.7353 4.3339 2.4859
C 3.3926 5.5797 1.8202
C 3.3687 3.1235 1.9251
C 2.2553 3.0578 1.0513
C 1.8948 1.8667 0.4498
C 2.6163 0.6666 0.6894
C 2.3323 -0.6066 0.0867
C 2.0683 -0.8077 -1.2621
C 2.2395 -2.0428 -2.0474
C 2.9721 -3.2122 -1.8451
C 2.9568 -4.1871 -2.8721
C 2.2087 -4.0112 -4.0505
C 1.5325 -2.8002 -4.2811
C 1.5902 -1.8311 -3.2892
N 1.1753 -0.4865 -3.3253
C 0.4827 0.1724 -4.4100
C 1.5046 0.1254 -2.1535
C 3.7082 0.7435 1.5960
C 4.1027 1.9259 2.1820
H 4.0370 3.5154 4.3972
H 4.7648 5.1384 4.1309
H 3.0277 4.9963 4.3514
H 3.3919 5.4457 0.7323
H 2.4047 5.9334 2.1576
H 4.1262 6.3445 2.0995
H 1.6465 3.9480 0.8877
H 1.0077 1.8548 -0.1802
H 2.4837 -1.5035 0.6857
H 3.5558 -3.3496 -0.9220
H 3.5343 -5.1065 -2.7432
H 2.1764 -4.8096 -4.7972
H 1.0050 -2.5945 -5.2088
H 0.2219 -0.5636 -5.1698
H -0.4350 0.6312 -4.0345
H 1.1127 0.9547 -4.8472
H 1.2866 1.1613 -1.9446
H 4.2605 -0.1796 1.7650
H 5.0032 1.9546 2.8065
*
```

How is the electron density shared among the atoms? According to natural (NBO), the charges in e are: C -0.628; C -0.066; C -0.652; C 0.010; N -0.457; C -0.237; C -0.080; O -0.521; C -0.079; C -0.238; H 0.213; H 0.205; H 0.196; H 0.210; H 0.215; H 0.231; H 0.173; H 0.176; H 0.208; H 0.201; H 0.174; H 0.204; H 0.167; H 0.214; H 0.174; C -0.405; N -0.410; C -0.414; C 0.245; C -0.217; C -0.162; C -0.192; C 0.104; C -0.189; C -0.075; C -0.173; C -0.194; C -0.186; C -0.242; C 0.195; N -0.297; C -0.416; C 0.159; C -0.114; C -0.261; H 0.217; H 0.210; H 0.195; H 0.215; H 0.187; H 0.221; H 0.225; H 0.210; H 0.231; H 0.228; H 0.234; H 0.238; H 0.229; H 0.233; H 0.229; H 0.231; H 0.235; H 0.222; H 0.240

=====

No. 4
DFT (ωB97M-V with the def2-TZVPD basis set) results for a molecular structure, C4H10O2Pt at a distorted geometry.

Summary:
* expectation value of S²: 2.01
* HOMO (alpha / beta): -6.06 / -7.82 eV
* F_max: 0.1525 Eh/bohr
* HOMO-LUMO gap (alpha / beta): 4.9 / 6.9 eV

Structure (ORCA input):
```
! RIJCOSX wB97M-V def2-TZVPD def2/J DEFGRID3
* xyz 0 3
O 0.9927 0.5607 -2.2735
C 0.3901 -0.3400 -1.6413
C 0.7505 0.0070 -0.2409
O 0.5385 1.3456 0.0484
C 0.9582 1.7922 1.3252
Pt 0.4765 2.5839 -1.7365
H 0.5656 -1.3827 -1.9592
H -1.2318 -1.4358 -0.7449
H 1.7171 -0.4252 0.0677
H -0.1362 -0.6117 0.3793
H 0.0635 2.0497 1.9102
H 1.5567 1.0406 1.8582
H 1.5618 2.6965 1.1704
C -1.8421 -1.8308 0.2665
H -1.8180 -2.9242 0.1856
H -1.6713 -1.6100 1.3281
H -2.8720 -1.5158 0.0566
*
```

How is the electron density shared among the atoms? According to natural (NBO), the charges in e are: O -0.514; C 0.281; C -0.169; O -0.573; C -0.246; Pt 0.036; H 0.182; H 0.209; H 0.206; H 0.196; H 0.195; H 0.185; H 0.211; C -0.876; H 0.220; H 0.232; H 0.225

=====

No. 5
DFT (ωB97M-V with the def2-TZVPD basis set) results for a single C19H26N2OS molecule at a distorted geometry.

Summary:
* relative energy (zero: lowest compared OMol25 entry of this formula, charge and spin): 0.525 eV
* HOMO: -8.24 eV
* F_max: 0.0291 Eh/bohr
* SMILES string: CCCCCCCCNC(=O)/C(C#N)=C/c1ccc(SC)cc1
* HOMO-LUMO gap: 7.6 eV

Structure (ORCA input):
```
! RIJCOSX wB97M-V def2-TZVPD def2/J DEFGRID3
* xyz 0 1
C 5.7033 -5.3004 -1.5384
C 4.6585 -4.2089 -1.7368
C 3.3085 -4.7918 -2.1497
C 2.1960 -3.7464 -2.2356
C 2.4047 -2.7403 -3.3666
C 1.1878 -1.8455 -3.6052
C 0.9050 -0.8995 -2.4410
C -0.2457 0.0539 -2.7650
N -0.5214 0.9455 -1.6630
C -1.6517 0.8732 -0.9299
O -2.5676 0.1136 -1.1766
C -1.7143 1.8286 0.2311
C -2.8448 1.8155 0.9785
C -3.2046 2.5826 2.1378
C -2.3766 3.5442 2.7282
C -2.7768 4.2449 3.8455
C -4.0252 4.0052 4.4115
C -4.8659 3.0505 3.8332
C -4.4626 2.3550 2.7205
H -5.1209 1.6187 2.2834
H -5.8335 2.8701 4.2763
S -4.6436 4.8301 5.8327
C -3.3034 5.9548 6.3171
H -3.6616 6.4690 7.2036
H -2.4099 5.3863 6.5569
H -3.1161 6.6738 5.5251
H -2.1069 4.9765 4.2676
H -1.4050 3.7474 2.3080
H -3.5894 1.1034 0.6360
C -0.5909 2.6397 0.4408
N 0.3738 3.2614 0.5377
H 0.2171 1.5713 -1.3775
H -0.0042 0.6466 -3.6541
H -1.1631 -0.5083 -2.9522
H 1.8033 -0.3174 -2.2178
H 0.6420 -1.4711 -1.5501
H 1.3608 -1.2509 -4.5059
H 0.3086 -2.4680 -3.7843
H 2.6169 -3.2889 -4.2875
H 3.2693 -2.1115 -3.1476
H 2.1317 -3.2220 -1.2806
H 1.2457 -4.2610 -2.3976
H 3.4118 -5.2916 -3.1159
H 3.0181 -5.5494 -1.4173
H 5.0099 -3.5143 -2.5015
H 4.5387 -3.6490 -0.8062
H 6.6593 -4.8691 -1.2504
H 5.3904 -5.9922 -0.7591
H 5.8445 -5.8642 -2.4582
*
```

How is the electron density shared among the atoms? According to natural (NBO), the charges in e are: C -0.599; C -0.395; C -0.386; C -0.394; C -0.391; C -0.389; C -0.402; C -0.220; N -0.600; C 0.670; O -0.632; C -0.305; C -0.010; C -0.170; C -0.087; C -0.269; C -0.144; C -0.240; C -0.129; H 0.217; H 0.223; S 0.283; C -0.743; H 0.241; H 0.223; H 0.223; H 0.219; H 0.219; H 0.245; C 0.276; N -0.331; H 0.407; H 0.191; H 0.233; H 0.193; H 0.207; H 0.199; H 0.198; H 0.200; H 0.195; H 0.195; H 0.199; H 0.192; H 0.198; H 0.194; H 0.193; H 0.207; H 0.200; H 0.200

=====

No. 6
DFT (ωB97M-V with the def2-TZVPD basis set) results for a single C2H6B2 molecule at a distorted geometry.

Summary:
* relative energy (zero: lowest compared OMol25 entry of this formula, charge and spin): 0.310 eV
* HOMO: -10.11 eV
* F_max: 0.0671 Eh/bohr
* SMILES string: B/C=C/B
* HOMO-LUMO gap: 9.2 eV

Structure (ORCA input):
```
! RIJCOSX wB97M-V def2-TZVPD def2/J DEFGRID3
* xyz 0 1
B 0.5639 1.3542 1.5143
B -0.5271 -1.2377 -1.4990
C -0.2564 0.2917 0.6536
C 0.0829 -0.3370 -0.4997
H 1.7227 1.5281 1.3212
H -0.1607 1.6883 2.4055
H -0.0242 -2.3502 -1.7298
H -1.3308 -1.0578 -2.3990
H -1.2756 0.5156 0.8064
H 1.2054 -0.3954 -0.5735
*
```

How is the electron density shared among the atoms? According to natural (NBO), the charges in e are: B 0.419; B 0.437; C -0.493; C -0.490; H -0.084; H -0.081; H -0.064; H -0.060; H 0.188; H 0.228

=====

Total energy: -3475.19637; -288.08023; -1250.33318; -427.90102; -1322.54534; -129.38017 (Ha)